C4H8O | ωB97M-V with the def2-TZVPD basis set

The geometry in XYZ format:
```
13
C4H8O ωB97M-V with the def2-TZVPD basis set
C 0.92 -1.27 0.11
C 0.03 -0.08 -0.10
O -0.47 -0.33 -1.51
C 0.25 1.38 0.10
C -0.93 0.68 0.74
H 0.58 -2.01 0.85
H 2.00 -1.08 0.21
H 0.61 -1.51 -0.96
H -1.26 -0.89 -1.53
H 1.04 1.76 0.75
H 0.07 1.96 -0.79
H -0.95 0.58 1.83
H -1.90 0.82 0.29
```

Properties
* energy relative to the best compared isomer or geometry (same formula, charge and spin): 50.7 kcal per mole
* Kohn-Sham gap: 0.4177 Ha
* DFT total energy: -6322.97016 eV
* HOMO energy: -10.31 eV

C4H8O | ωB97M-V with the def2-TZVPD basis set

The geometry in XYZ format:
```
13
C4H8O ωB97M-V with the def2-TZVPD basis set
O -0.03 -1.04 1.85
C -0.31 -1.64 0.84
C -0.14 -0.06 -1.22
C 1.07 0.67 -0.73
C -0.34 1.15 -0.82
H -0.50 0.83 1.73
H -1.36 -1.76 0.50
H 0.46 -2.13 0.23
H -0.55 -0.92 -1.73
H 1.50 0.43 0.26
H 1.79 1.06 -1.45
H -0.62 1.40 1.27
H -0.98 2.01 -0.75
```

Properties
* energy relative to the best compared isomer or geometry (same formula, charge and spin): 114.0 kcal per mole
* Kohn-Sham gap: 0.3790 Ha
* DFT total energy: -6320.22637 eV
* HOMO energy: -9.63 eV